{
  "formula": "C21H30N2O2",
  "method": "ωB97M-V/def2-TZVPD",
  "species": ["C", "C", "C", "C", "C", "C", "C", "C", "C", "C", "C", "N", "C", "C", "N", "C", "C", "C", "C", "C", "C", "O", "C", "C", "O", "H", "H", "H", "H", "H", "H", "H", "H", "H", "H", "H", "H", "H", "H", "H", "H", "H", "H", "H", "H", "H", "H", "H", "H", "H", "H", "H", "H", "H", "H"],
  "coordinates": [[3.860274, 3.249782, 1.486221], [4.239151, 2.005206, 0.766584], [5.349921, 1.678208, 0.043120], [5.153127, 0.356210, -0.411248], [3.929592, -0.040883, 0.067012], [3.179286, -1.268397, -0.092234], [3.660553, -2.324234, -0.869215], [2.899634, -3.464305, -1.033283], [1.645843, -3.566704, -0.450764], [1.155299, -2.528913, 0.329801], [-0.213319, -2.589875, 0.954384], [-0.881557, -1.305487, 0.843846], [-2.102412, -1.221983, 1.616823], [-2.611604, 0.222987, 1.551914], [-2.857218, 0.700694, 0.206474], [-4.098521, 0.317582, -0.470768], [-4.530308, 1.495982, -1.352942], [-5.249527, -0.020393, 0.473715], [-1.667452, 0.501746, -0.616756], [-0.582149, 1.514704, -0.210602], [0.221392, 2.069917, -1.389355], [1.110982, 1.152238, -1.977068], [-1.158527, -0.948701, -0.532376], [1.934006, -1.398800, 0.518254], [3.381853, 0.968472, 0.787686], [2.916670, 3.635094, 1.101580], [4.633398, 4.000582, 1.354285], [3.732406, 3.052081, 2.550280], [6.199319, 2.303395, -0.144365], [5.829777, -0.216014, -1.011959], [4.624460, -2.244981, -1.346468], [3.277074, -4.279122, -1.634250], [1.048719, -4.454390, -0.605841], [-0.802125, -3.405198, 0.493047], [-0.112855, -2.815987, 2.022090], [-2.872554, -1.920951, 1.236713], [-1.884741, -1.485455, 2.655139], [-1.836657, 0.864759, 1.979702], [-3.508156, 0.336955, 2.157559], [-3.934449, -0.561794, -1.119488], [-4.738963, 2.358371, -0.725812], [-3.750249, 1.770990, -2.056914], [-5.425354, 1.240854, -1.914880], [-5.041778, -0.906779, 1.067450], [-6.140906, -0.215974, -0.118484], [-5.459049, 0.815037, 1.137150], [-1.952514, 0.698130, -1.656433], [0.104385, 1.051208, 0.496428], [-1.075628, 2.357253, 0.275302], [0.856410, 2.888580, -1.040834], [-0.468164, 2.471790, -2.148596], [0.610743, 0.392335, -2.291493], [-1.915792, -1.627974, -0.974250], [-0.237006, -1.061152, -1.106438], [1.555237, -0.596677, 1.130566]],
  "forces_ev_per_angstrom": [[-0.2, -0.4, 0.0], [0.9, 0.5, -0.2], [-0.5, 0.3, 0.4], [-0.7, -0.4, 0.2], [1.1, 0.0, -0.5], [-0.4, -0.2, 0.1], [0.0, 0.1, 0.1], [0.1, -0.1, 0.0], [-0.1, 0.1, 0.1], [0.1, -0.2, -0.1], [-0.1, 0.0, 0.1], [0.0, -0.2, 0.0], [-0.1, 0.3, 0.1], [0.0, -0.3, 0.1], [-0.2, 0.0, 0.0], [-0.3, 0.2, -0.2], [0.1, -0.3, 0.0], [0.3, -0.1, -0.2], [0.3, 0.1, 0.0], [0.2, 0.0, -0.5], [-0.3, 0.3, 0.3], [0.2, -0.4, -0.2], [-0.2, 0.2, -0.2], [0.2, 0.0, -0.1], [-0.4, -0.1, 0.1], [-0.1, 0.1, 0.0], [0.0, 0.0, 0.0], [0.0, 0.1, 0.1], [0.1, 0.2, 0.0], [0.1, -0.2, -0.1], [0.1, 0.0, -0.1], [0.0, 0.0, -0.1], [-0.1, -0.1, 0.0], [0.1, 0.0, 0.1], [-0.1, 0.0, -0.1], [0.0, 0.0, 0.0], [0.0, 0.0, 0.0], [0.0, 0.0, 0.1], [0.0, 0.0, 0.0], [0.0, 0.1, 0.1], [0.0, 0.1, 0.1], [0.1, 0.1, -0.1], [-0.1, 0.0, -0.1], [0.0, -0.1, 0.1], [-0.1, 0.0, 0.0], [0.0, 0.1, 0.1], [0.0, 0.0, 0.0], [0.1, 0.1, 0.1], [0.0, 0.0, 0.1], [-0.1, 0.0, 0.0], [0.1, 0.0, 0.1], [0.1, 0.0, 0.0], [0.1, 0.0, 0.0], [0.0, 0.0, 0.0], [-0.1, 0.1, 0.0]],
  "total_charge": 0,
  "relative_energy_kcal_mol": 63.2,
  "homo_energy_ev": -7.530,
  "fmax_ev_per_a": 1.2,
  "homo_lumo_gap_ev": 8.35,
  "smiles": "Cc1ccc(-c2cccc(CN3CCN(C(C)C)[C@@H](CCO)C3)c2)o1"
}

{
  "formula": "C21H30N2O4",
  "method": "ωB97M-V/def2-TZVPD",
  "species": ["C", "C", "O", "C", "O", "C", "C", "C", "N", "C", "O", "C", "C", "C", "C", "C", "N", "C", "O", "C", "C", "C", "C", "C", "C", "C", "C", "H", "H", "H", "H", "H", "H", "H", "H", "H", "H", "H", "H", "H", "H", "H", "H", "H", "H", "H", "H", "H", "H", "H", "H", "H", "H", "H", "H", "H", "H"],
  "coordinates": [[2.313977, 7.807541, -0.474359], [0.985017, 7.140497, -0.152233], [1.131793, 6.145271, 0.863454], [1.545943, 4.935837, 0.478212], [1.790567, 4.641931, -0.662875], [1.673474, 4.006015, 1.675922], [0.337715, 3.897047, 2.424211], [-0.680394, 3.133888, 1.579176], [-0.157289, 1.828555, 1.241634], [-0.795269, 0.713796, 1.660820], [-1.854343, 0.752262, 2.262386], [-0.132431, -0.591383, 1.337983], [1.009831, -1.001939, 2.017084], [1.556344, -2.243676, 1.746208], [0.984494, -3.083716, 0.807827], [-0.166003, -2.682946, 0.134574], [-0.807088, -3.477089, -0.817469], [-0.444690, -4.696466, -1.311265], [0.549463, -5.302493, -0.981526], [-1.414446, -5.222891, -2.365855], [-1.227492, -4.387257, -3.642902], [-1.962755, -4.961000, -4.848034], [-2.865856, -5.248139, -1.849379], [-3.579514, -6.554845, -2.181586], [-0.722145, -1.435580, 0.412307], [1.065319, 1.873163, 0.476830], [2.155888, 2.616420, 1.252512], [2.157031, 8.597658, -1.202829], [2.748964, 8.234772, 0.425915], [3.004426, 7.077789, -0.890034], [0.570468, 6.671241, -1.050469], [0.271558, 7.858523, 0.256970], [2.412263, 4.468190, 2.340445], [-0.042452, 4.891276, 2.657774], [0.498154, 3.358129, 3.359938], [-1.610821, 2.983519, 2.130293], [-0.893526, 3.686509, 0.656095], [1.457314, -0.356396, 2.757960], [2.442051, -2.565849, 2.272985], [1.415694, -4.047316, 0.596382], [-1.659383, -3.076821, -1.184079], [-1.093187, -6.246534, -2.579863], [-1.568274, -3.362550, -3.470224], [-0.158872, -4.344106, -3.868062], [-1.655500, -5.988244, -5.028599], [-3.038719, -4.940066, -4.696132], [-1.735185, -4.375063, -5.735785], [-3.428973, -4.413075, -2.274059], [-2.869019, -5.131010, -0.762320], [-4.600922, -6.530630, -1.807612], [-3.065969, -7.392785, -1.716124], [-3.610877, -6.724910, -3.254153], [-1.622874, -1.117544, -0.094506], [1.391815, 0.859935, 0.241707], [0.875670, 2.405587, -0.461884], [3.039142, 2.707000, 0.619932], [2.421737, 2.046612, 2.144453]],
  "forces_ev_per_angstrom": [[-0.2, -0.3, 0.2], [0.1, 0.3, -0.5], [-0.1, 0.1, 0.3], [0.2, -0.3, 0.2], [0.0, 0.1, -0.2], [0.1, -0.1, 0.1], [-0.1, 0.1, -0.2], [-0.2, 0.1, 0.4], [0.0, 0.2, 0.0], [0.0, 0.0, -0.1], [-0.2, -0.2, 0.1], [0.0, -0.4, 0.1], [-0.1, 0.1, 0.0], [-0.1, 0.1, 0.0], [0.1, -0.2, -0.1], [0.2, 0.2, 0.2], [-0.3, 0.3, 0.0], [-0.3, -0.3, -0.4], [0.3, -0.1, 0.1], [0.1, 0.2, 0.1], [0.0, -0.2, -0.1], [0.1, 0.2, 0.1], [0.0, -0.3, 0.0], [0.0, 0.2, 0.1], [0.1, 0.1, 0.1], [0.5, -0.1, -0.2], [-0.1, 0.1, -0.3], [0.0, 0.1, -0.1], [0.0, 0.1, 0.1], [0.1, 0.0, -0.1], [0.0, 0.1, 0.2], [0.1, -0.1, -0.1], [-0.1, 0.0, -0.1], [0.0, 0.0, 0.1], [0.0, 0.0, 0.0], [0.1, 0.1, -0.2], [0.0, 0.0, 0.0], [0.1, 0.1, 0.1], [0.1, 0.0, 0.0], [0.0, 0.0, 0.0], [0.1, -0.1, 0.0], [0.1, 0.1, 0.1], [0.1, 0.0, 0.0], [0.0, 0.1, 0.0], [0.0, -0.1, -0.1], [-0.1, 0.0, 0.0], [0.0, 0.0, -0.1], [0.0, 0.1, 0.1], [-0.1, 0.1, 0.0], [-0.1, -0.1, 0.0], [0.0, -0.1, 0.0], [0.0, -0.1, -0.1], [-0.1, 0.0, -0.1], [0.0, 0.2, 0.0], [0.0, -0.1, 0.1], [0.0, 0.0, 0.0], [0.0, 0.0, 0.0]],
  "total_charge": 0,
  "relative_energy_kcal_mol": 4.8,
  "homo_energy_ev": -8.564,
  "fmax_ev_per_a": 0.6,
  "homo_lumo_gap_ev": 9.28,
  "smiles": "CCOC(=O)C1CCN(C(=O)c2cccc(NC(=O)C(CC)CC)c2)CC1"
}

{
  "formula": "C21H30N2O5",
  "method": "ωB97M-V/def2-TZVPD",
  "species": ["C", "O", "C", "C", "C", "O", "N", "C", "C", "C", "O", "C", "C", "C", "C", "C", "O", "N", "C", "C", "C", "C", "C", "O", "C", "C", "C", "C", "H", "H", "H", "H", "H", "H", "H", "H", "H", "H", "H", "H", "H", "H", "H", "H", "H", "H", "H", "H", "H", "H", "H", "H", "H", "H", "H", "H", "H", "H"],
  "coordinates": [[-3.868621, -1.796096, 1.724436], [-4.164056, -2.462989, 0.520094], [-5.544003, -2.672636, 0.292969], [-6.170701, -1.643412, -0.664284], [-5.991618, -0.223331, -0.152146], [-6.747909, 0.242538, 0.682194], [-4.968201, 0.496125, -0.669298], [-3.980265, -0.016899, -1.603031], [-2.743516, 0.879859, -1.626840], [-2.348245, 1.234909, -0.190278], [-1.164666, 2.014094, -0.148054], [0.048580, 1.432524, -0.336367], [1.130956, 2.316190, -0.371345], [2.416292, 1.850208, -0.535093], [2.657098, 0.486041, -0.671338], [4.028516, -0.046370, -0.927373], [4.290338, -0.649800, -1.960486], [4.940328, 0.176325, 0.035127], [4.660397, 0.739844, 1.343544], [5.860442, 0.314803, 2.184504], [6.992050, 0.337258, 1.160479], [6.337440, -0.241282, -0.096065], [6.470307, -1.776356, -0.212513], [6.477793, -2.215865, -1.536757], [1.581142, -0.389404, -0.660037], [0.287466, 0.069436, -0.484493], [-3.459340, 2.076351, 0.457782], [-4.796032, 1.875341, -0.262802], [-4.200388, -2.382640, 2.589017], [-2.785037, -1.692754, 1.762048], [-4.336580, -0.808107, 1.771091], [-6.088481, -2.660988, 1.243367], [-5.636625, -3.668674, -0.153204], [-5.761791, -1.765476, -1.664607], [-7.243803, -1.838172, -0.693396], [-4.405179, -0.074779, -2.614541], [-3.681602, -1.020260, -1.287475], [-1.929200, 0.354560, -2.127471], [-2.928236, 1.802365, -2.178645], [-2.206537, 0.308419, 0.381492], [0.929986, 3.371088, -0.271394], [3.235882, 2.551522, -0.584679], [4.607563, 1.833254, 1.286284], [3.708842, 0.369062, 1.730206], [5.718987, -0.696631, 2.565469], [6.033673, 0.985301, 3.023361], [7.305313, 1.366111, 0.977435], [7.859257, -0.238095, 1.474629], [6.757575, 0.187165, -1.013712], [7.424241, -2.097860, 0.214966], [5.656249, -2.252005, 0.358239], [5.698581, -1.819754, -1.975729], [1.758770, -1.446355, -0.791701], [-0.517646, -0.648197, -0.473380], [-3.554334, 1.810844, 1.510627], [-3.169243, 3.125787, 0.400354], [-4.854477, 2.514232, -1.149712], [-5.627745, 2.123638, 0.398518]],
  "forces_ev_per_angstrom": [[0.0, 0.0, 0.1], [0.1, -0.1, -0.3], [-0.2, 0.0, -0.2], [0.2, -0.1, 0.3], [-0.1, -0.2, -0.3], [-0.3, -0.1, 0.3], [0.2, 0.2, 0.1], [0.2, -0.3, -0.4], [0.1, 0.0, 0.3], [-0.4, -0.1, -0.2], [0.2, 0.1, 0.1], [0.3, 0.0, 0.0], [-0.2, 0.0, 0.0], [0.0, -0.2, 0.0], [-0.2, -0.1, -0.2], [-0.1, 0.2, 0.3], [0.0, -0.2, -0.3], [0.1, 0.1, -0.1], [-0.2, 0.2, 0.5], [0.0, 0.1, -0.1], [-0.1, 0.0, 0.0], [0.3, -0.4, -0.3], [0.0, 0.2, 0.1], [-0.1, -0.2, -0.5], [0.3, 0.1, 0.0], [-0.3, 0.1, 0.1], [0.1, -0.2, -0.1], [-0.1, 0.3, 0.3], [0.0, 0.0, 0.0], [0.0, 0.0, 0.1], [0.0, 0.0, 0.0], [0.0, 0.0, 0.0], [-0.1, 0.1, 0.1], [0.0, -0.1, 0.0], [0.0, 0.1, 0.0], [0.1, -0.1, 0.1], [0.0, 0.1, -0.1], [0.0, 0.0, 0.0], [0.0, 0.0, 0.0], [0.0, 0.1, 0.0], [0.0, 0.1, 0.0], [0.1, 0.1, 0.0], [0.0, -0.1, 0.1], [0.1, 0.1, 0.0], [0.0, 0.0, 0.0], [0.0, 0.0, 0.1], [0.0, 0.0, 0.0], [0.1, 0.0, 0.0], [0.0, -0.1, 0.1], [-0.1, 0.1, 0.1], [0.1, 0.1, 0.1], [0.2, -0.1, 0.2], [0.0, -0.1, 0.0], [-0.1, 0.0, 0.0], [0.0, 0.0, 0.0], [0.0, 0.0, 0.0], [0.0, 0.0, 0.1], [0.1, 0.0, -0.2]],
  "total_charge": 0,
  "relative_energy_kcal_mol": 36.5,
  "homo_energy_ev": -8.784,
  "fmax_ev_per_a": 0.6,
  "homo_lumo_gap_ev": 9.38,
  "smiles": "COCCC(=O)N1CCC(Oc2ccc(C(=O)N3CCC[C@H]3CO)cc2)CC1"
}